C30H23F15GeO3STi | ωB97M-V with the def2-TZVPD basis set

Calculated values
Kohn-Sham gap (alpha / beta)   6.52 / 7.51 eV
Net charge   0
2S+1   3
HOMO energy (alpha / beta)   -6.77 / -8.31 eV
E_tot   -6205.06714 Eh

Geometry (Å):
1 Ti 1.5268 -0.4081 -0.2290
2 C 1.8809 0.9301 -3.0308
3 O 1.3295 1.0083 -1.7300
4 C 0.2720 1.9515 -1.6047
5 C -0.0708 2.0031 -0.1125
6 O -0.1409 0.6926 0.4256
7 C -1.4039 0.0766 0.5804
8 C -1.9388 -0.5014 -0.7398
9 O -0.8309 -1.0198 -1.4522
10 C -1.2104 -1.8497 -2.5344
11 H 2.3776 1.8704 -3.3012
12 H 1.1137 0.6919 -3.7754
13 H 2.6197 0.1249 -3.0104
14 H -0.5901 1.6246 -2.2068
15 H 0.6105 2.9379 -1.9497
16 H -0.9968 2.5640 0.0658
17 H 0.7602 2.4841 0.4284
18 H -2.1323 0.7829 1.0026
19 H -1.2133 -0.7368 1.2959
20 H -2.4459 0.2764 -1.3398
21 H -2.6684 -1.2961 -0.5263
22 H -1.7926 -2.7114 -2.1901
23 H -0.2843 -2.2005 -2.9899
24 H -1.8038 -1.2890 -3.2702
25 C -0.3084 -5.1660 -0.5598
26 C 1.2012 -4.9495 -0.3571
27 C 1.9879 -5.8185 -1.3463
28 C 1.5746 -5.3354 1.0788
29 C 1.4793 -3.5233 -0.5548
30 C 1.6519 -2.3336 -0.7344
31 H -0.5809 -6.1950 -0.3322
32 H -0.5869 -4.9559 -1.5918
33 H -0.8701 -4.5024 0.0952
34 H 1.7823 -6.8709 -1.1478
35 H 3.0585 -5.6557 -1.2447
36 H 1.7064 -5.5990 -2.3759
37 H 1.3006 -6.3740 1.2598
38 H 1.0503 -4.7022 1.7938
39 H 2.6407 -5.2209 1.2414
40 F 4.0289 -2.5265 1.6612
41 C 4.5234 -2.4969 0.4233
42 C 4.5561 -1.2774 -0.2328
43 C 4.9096 -1.3079 -1.5667
44 F 4.7721 -0.1639 -2.2839
45 C 5.3497 -2.4547 -2.2085
46 F 5.7062 -2.4343 -3.4998
47 C 5.4068 -3.6440 -1.4887
48 F 5.8459 -4.7592 -2.0767
49 C 4.9654 -3.6684 -0.1699
50 F 4.9551 -4.8230 0.5037
51 Ge 3.8426 0.3810 0.6944
52 S 2.0442 -0.2286 2.0805
53 C 5.1222 0.6581 2.2373
54 C 6.0478 -0.2123 2.7805
55 F 6.2931 -1.3752 2.1732
56 C 6.7514 0.0948 3.9409
57 F 7.6191 -0.7788 4.4611
58 C 6.5470 1.3178 4.5669
59 F 7.2195 1.6270 5.6806
60 C 5.6439 2.2278 4.0230
61 F 5.4576 3.4161 4.6085
62 C 4.9474 1.8670 2.8826
63 F 4.0484 2.7219 2.3428
64 C 4.8797 1.8527 -0.4255
65 C 6.2409 1.7797 -0.6338
66 F 6.8976 0.7164 -0.1497
67 C 6.9317 2.7505 -1.3479
68 F 8.2499 2.6465 -1.5412
69 C 6.2383 3.8370 -1.8759
70 F 6.8804 4.7605 -2.5971
71 C 4.8664 3.9433 -1.6623
72 F 4.1809 4.9823 -2.1614
73 C 4.2232 2.9444 -0.9422
74 F 2.8819 3.0086 -0.7505

Forces on atoms 1 to 3 (eV/Å):
-0.1 0.1 1.0
0.6 -0.2 -0.6
-0.3 0.4 -0.3


C30H23MnN3O7S2 | ωB97M-V with the def2-TZVPD basis set

Calculated values
Kohn-Sham gap (alpha / beta)   5.91 / 5.47 eV
Net charge   -2
2S+1   2
HOMO energy (alpha / beta)   -1.59 / -1.15 eV
E_tot   -3795.47950 Eh

Geometry (Å):
1 Mn 0.3306 -1.6229 -1.5744
2 C -3.2823 0.4808 -0.0713
3 C -2.1618 -0.5156 -0.2810
4 N -1.1625 -0.2289 -1.0269
5 N -1.2169 1.0477 -1.6112
6 C -0.5804 1.1230 -2.7333
7 S 0.2462 -0.0714 -3.6191
8 S -0.5725 2.7139 -3.5628
9 C -1.4943 3.7775 -2.4204
10 C -0.6006 4.5230 -1.4668
11 C -0.0072 3.8700 -0.3892
12 C 0.8704 4.5494 0.4462
13 C 1.1559 5.8930 0.2291
14 C 0.5642 6.5516 -0.8358
15 C -0.3048 5.8642 -1.6792
16 C -2.2816 -1.8315 0.4053
17 C -3.5534 -2.2649 0.7881
18 C -3.7787 -3.4791 1.4190
19 C -2.6785 -4.2955 1.6935
20 C -1.4092 -3.9038 1.3293
21 C -1.1571 -2.6749 0.6568
22 O 0.0425 -2.3471 0.3334
23 H -2.8770 1.4871 -0.0924
24 H -3.7799 0.3082 0.8818
25 H -4.0216 0.4115 -0.8757
26 H -2.1664 3.0971 -1.8997
27 H -2.0678 4.4721 -3.0363
28 H -0.2150 2.8140 -0.2348
29 H 1.3442 4.0171 1.2599
30 H 1.8482 6.4165 0.8795
31 H 0.7803 7.5988 -1.0170
32 H -0.7571 6.3770 -2.5232
33 H -4.4105 -1.6417 0.5559
34 H -4.7860 -3.7940 1.6643
35 H -2.8246 -5.2505 2.1902
36 H -0.5459 -4.5341 1.5180
37 O -1.7309 -4.8670 -2.6383
38 C -0.9341 -3.9802 -2.3423
39 O -1.0815 -2.7286 -2.3414
40 C 0.4867 -4.3976 -1.9331
41 C 0.8061 -5.7030 -1.6145
42 C 2.0969 -5.9889 -1.1941
43 C 3.0107 -4.9638 -1.1192
44 C 2.6021 -3.6811 -1.4626
45 N 1.3603 -3.4190 -1.8641
46 H 0.0268 -6.4485 -1.6883
47 H 2.3786 -6.9981 -0.9138
48 H 4.0273 -5.1356 -0.7904
49 H 3.2673 -2.8236 -1.4066
50 O 4.1296 -0.4148 -0.5280
51 C 2.9112 -0.2926 -0.3052
52 O 1.9804 -0.7538 -1.0061
53 C 2.5195 0.5164 0.9309
54 C 3.5035 1.2201 1.6113
55 C 3.2110 2.0009 2.7393
56 C 1.8987 2.0341 3.1323
57 O 1.3509 2.7108 4.1996
58 C -0.0644 2.5083 4.0893
59 O -0.2917 1.5190 3.0956
60 C 0.9270 1.3267 2.4688
61 C 1.1917 0.5514 1.3680
62 H 4.5152 1.1424 1.2347
63 H 3.9738 2.5604 3.2695
64 H -0.5426 3.4453 3.7976
65 H -0.4527 2.1615 5.0451
66 H 0.4339 -0.0390 0.8660

Forces on atoms 1 to 3 (eV/Å):
-0.7 0.6 0.0
0.0 0.0 0.0
-0.5 -0.4 0.6


C30H24BrGaN9 | ωB97M-V with the def2-TZVPD basis set

Calculated values
Kohn-Sham gap   4.01 eV
Net charge   +3
HOMO energy   -14.11 eV
E_tot   -6148.37785 Eh

Geometry (Å):
1 Ga -2.0998 -0.0716 0.5278
2 N -3.5606 -0.8131 4.3248
3 C -2.6262 0.0829 4.8507
4 C -1.8575 0.4585 3.7804
5 N -2.2321 -0.1797 2.6498
6 C -3.2438 -1.0488 3.0232
7 C -3.9590 -1.7264 2.0441
8 N -3.7721 -1.4280 0.7370
9 C -4.5801 -2.2344 0.0069
10 C -5.4948 -2.8020 0.8438
11 N -5.0696 -2.5269 2.1192
12 H -4.3483 -1.2064 4.8106
13 H -2.6386 0.3229 5.8720
14 H -1.1009 1.3044 3.6810
15 H -4.5709 -2.2625 -1.0832
16 H -6.3516 -3.4168 0.7046
17 H -5.3969 -2.9730 2.9862
18 Br 0.8594 -3.3788 -5.8805
19 C 0.2057 -2.4418 -4.4225
20 C -0.2193 -3.0711 -3.2285
21 C -0.8594 -2.3398 -2.2271
22 C -1.1930 -0.9946 -2.4401
23 C -0.5979 -0.3376 -3.5493
24 C 0.0083 -1.0276 -4.5843
25 N -2.0343 -0.2241 -1.5478
26 C -2.7140 0.7541 -2.1090
27 C -3.2777 1.7609 -1.2683
28 C -4.0839 2.8308 -1.7066
29 C -4.4520 3.8105 -0.7872
30 C -4.2457 3.5356 0.5747
31 C -3.5321 2.4348 1.0104
32 N -3.0441 1.5632 0.0934
33 H -0.0414 -4.1287 -3.1605
34 H -1.1361 -2.7924 -1.2807
35 H -0.7142 0.6955 -3.6581
36 H 0.2696 -0.5349 -5.4792
37 H -2.7895 0.8771 -3.2152
38 H -4.3999 2.8007 -2.7188
39 H -4.8969 4.7018 -1.1364
40 H -4.5982 4.2029 1.3164
41 H -3.3476 2.2259 2.0475
42 N 5.1162 1.3082 -0.3083
43 C 6.4550 0.9496 -0.0418
44 C 7.6721 1.2946 -0.6221
45 C 8.7979 0.5988 -0.2112
46 C 8.6947 -0.3768 0.7510
47 C 7.5139 -0.7085 1.3888
48 C 6.3633 -0.0908 0.9651
49 N 5.0278 -0.3425 1.2032
50 C 4.3047 0.4962 0.4241
51 C 2.8668 0.4022 0.3134
52 C 2.0399 1.2407 -0.4838
53 C 0.6941 1.2963 -0.2769
54 N 0.0703 0.4416 0.5338
55 C 0.8331 -0.4708 1.1642
56 C 2.2218 -0.5852 1.0387
57 H 4.7856 2.0166 -0.9256
58 H 7.7481 2.0653 -1.4291
59 H 9.7505 0.8912 -0.6628
60 H 9.5963 -0.9905 0.9785
61 H 7.5396 -1.4198 2.1790
62 H 2.5170 1.9807 -1.0995
63 H 0.0608 2.0762 -0.7497
64 H 0.2822 -1.1270 1.8382
65 H 2.7854 -1.3482 1.5118

Forces on atoms 1 to 3 (eV/Å):
1.1 0.1 0.1
1.6 -0.1 -1.0
-0.8 -0.8 -1.9


C30H24CoF3N6O2S | ωB97M-V with the def2-TZVPD basis set

Calculated values
Kohn-Sham gap (alpha / beta)   7.61 / 7.72 eV
Net charge   +1
2S+1   2
HOMO energy (alpha / beta)   -10.63 / -10.62 eV
E_tot   -3717.04716 Eh

Geometry (Å):
1 Co -0.7509 0.7620 -0.5251
2 C -6.3925 -2.7441 3.7274
3 C -5.1696 -1.9946 3.2810
4 C -4.3880 -2.4577 2.2264
5 C -3.2571 -1.7682 1.8206
6 C -2.9105 -0.6004 2.4826
7 C -3.6647 -0.1198 3.5469
8 C -4.7904 -0.8207 3.9341
9 S -1.5201 0.3143 1.9643
10 O -0.6551 -0.5782 1.1561
11 O -0.9416 1.0070 3.0735
12 N -2.0541 1.3032 0.7938
13 C -1.6588 2.6308 0.6835
14 C -1.7734 3.6732 1.5958
15 C -1.3524 4.9197 1.1796
16 C -0.8231 5.0992 -0.1004
17 C -0.7017 4.0045 -0.9260
18 N -1.1082 2.7884 -0.5383
19 H -6.5764 -3.6158 3.1027
20 H -7.2735 -2.1025 3.6891
21 H -6.2788 -3.0808 4.7587
22 H -4.6640 -3.3752 1.7220
23 H -2.6396 -2.1361 1.0132
24 H -3.3607 0.7782 4.0676
25 H -5.3838 -0.4588 4.7646
26 H -2.1791 3.4953 2.5802
27 H -1.4382 5.7656 1.8489
28 H -0.5077 6.0742 -0.4414
29 H -0.2776 4.0789 -1.9195
30 N 6.2929 0.8198 -0.2877
31 C 7.5244 0.2068 -0.3731
32 C 8.8100 0.6265 -0.0381
33 C 9.8275 -0.2729 -0.2703
34 C 9.5813 -1.5469 -0.8176
35 C 8.3090 -1.9553 -1.1447
36 C 7.2612 -1.0598 -0.9132
37 N 5.9073 -1.2094 -1.1328
38 C 5.3709 -0.0844 -0.7497
39 C 3.9349 0.1779 -0.8185
40 C 3.3771 1.4373 -0.6207
41 C 2.0088 1.5931 -0.7044
42 N 1.1772 0.5787 -0.9681
43 C 1.7167 -0.6363 -1.1618
44 C 3.0680 -0.8763 -1.1019
45 H 6.1064 1.7106 0.1363
46 H 9.0058 1.6048 0.3800
47 H 10.8441 0.0055 -0.0270
48 H 10.4158 -2.2151 -0.9817
49 H 8.1127 -2.9319 -1.5653
50 H 3.9845 2.3078 -0.4162
51 H 1.5576 2.5647 -0.5553
52 H 1.0238 -1.4411 -1.3667
53 H 3.4682 -1.8662 -1.2668
54 F -5.0295 -3.3111 -4.2186
55 C -5.4147 -2.2419 -3.5131
56 F -6.2317 -2.6712 -2.5384
57 F -6.1222 -1.4443 -4.3178
58 C -4.2262 -1.5228 -2.9186
59 C -4.2071 -0.1429 -2.8251
60 C -3.1169 0.4590 -2.2240
61 N -2.0855 -0.2363 -1.7389
62 C -2.1126 -1.5688 -1.8394
63 C -3.1602 -2.2546 -2.4221
64 H -5.0205 0.4557 -3.2084
65 H -3.0627 1.5342 -2.1159
66 H -1.2639 -2.1014 -1.4291
67 H -3.1408 -3.3332 -2.4872

Forces on atoms 1 to 3 (eV/Å):
0.1 0.3 0.5
0.0 0.0 0.0
0.0 0.0 0.0